Entry from the Open Molecules 2025 dataset: the molecule C6H10 (ωB97M-V/def2-TZVPD).

Computed properties:
Total charge: 0
Total energy (eV): -6380.300
Energy above the lowest of the compared OMol25 structures with the same formula, charge and spin (eV): 3.5597
Orbital gap (eV): 8.53
HOMO energy (Eh): -0.30225
LUMO level (eV): 0.31

Last column: Mulliken charge in e.
Cartesian coordinates (Å):
H (1.638, -0.145, -0.821)  0.2724
H (2.304, -0.142, 0.811)  0.3254
C (-0.922, -0.679, 1.000)  -0.6612
H (-1.117, 1.086, -1.999)  0.3342
C (0.445, 1.016, 0.632)  -0.6728
H (-1.720, 1.269, 0.401)  0.3254
C (-0.934, 0.555, 0.127)  0.4501
H (0.738, 2.051, 0.452)  0.4082
C (0.423, -1.291, 0.670)  -0.3687
H (-0.348, -0.484, -1.739)  0.3375
C (-1.116, 0.197, -1.361)  -1.3844
C (1.370, -0.141, 0.243)  -0.6927
H (-2.083, -0.304, -1.496)  0.3483
H (0.159, -2.001, -0.133)  0.3347
H (0.827, -1.902, 1.483)  0.3197
H (0.335, 0.916, 1.731)  0.3241

Forces on atoms 1 to 6 (eV/Å):
-0.1 0.0 0.2
-0.2 -0.1 0.0
0.0 -0.3 -0.6
0.0 0.0 0.2
0.1 0.1 0.1
0.1 -0.3 0.1

Entry from the Open Molecules 2025 dataset: the molecule C6H10 at a distorted geometry (ωB97M-V/def2-TZVPD).

Computed properties:
Total charge: 0
Total energy (eV): -6382.561
Energy above the lowest of the compared OMol25 structures with the same formula, charge and spin (eV): 1.2988
Orbital gap (eV): 9.80
HOMO energy (Eh): -0.32092
SMILES: C=C(C)C(=C)C
LUMO level (eV): 1.06

Last column: Mulliken charge in e.
Cartesian coordinates (Å):
H (-0.834, 1.850, 1.477)  0.2921
C (-1.558, -0.854, 0.528)  -1.0160
H (-1.398, -1.885, 0.246)  0.2926
C (1.523, -1.164, 0.415)  -1.2572
H (-0.537, 2.314, -0.105)  0.3770
H (-2.143, 1.679, 0.377)  0.3338
C (-1.065, 1.539, 0.441)  -1.3394
C (-0.652, 0.094, 0.269)  0.6616
H (0.334, 1.210, -1.909)  0.3080
H (-2.538, -0.560, 0.878)  0.2987
H (2.510, -0.707, 0.475)  0.3477
C (1.027, 0.538, -1.425)  -0.9768
H (1.973, 0.417, -1.943)  0.3016
H (1.636, -2.039, -0.250)  0.3003
C (0.667, -0.202, -0.378)  0.6810
H (1.107, -1.562, 1.326)  0.3950

Forces on atoms 1 to 6 (eV/Å):
0.0 -0.2 -0.1
0.3 0.3 -0.3
0.1 -0.2 0.3
0.6 -0.6 -2.4
0.0 -0.4 -0.7
0.0 -0.1 -0.3

Entry from the Open Molecules 2025 dataset: a cluster of 2 separate species, C6H10 in total at a distorted geometry (ωB97M-V/def2-TZVPD).

Computed properties:
Total charge: 0
Total energy (eV): -6376.948
Energy above the lowest of the compared OMol25 structures with the same formula, charge and spin (eV): 6.9111
Orbital gap (eV): 8.18
HOMO energy (Eh): -0.27846
LUMO level (eV): 0.60

Last column: Mulliken charge in e.
Cartesian coordinates (Å):
C (0.339, 0.147, -0.485)  0.0204
C (-0.186, -1.487, 1.155)  -1.1930
H (0.729, -2.011, -0.510)  0.2574
H (0.343, -2.242, 1.794)  0.3013
H (-1.243, 2.410, -0.011)  0.3819
H (1.399, 1.557, 0.696)  0.2503
C (0.873, 1.506, -0.276)  -0.4359
H (-0.714, 0.083, 1.278)  0.3464
H (-1.015, -2.068, 0.750)  0.2213
C (-1.002, 0.374, -1.071)  -0.4374
H (-1.145, 0.579, -2.124)  0.3030
C (0.819, -1.095, 0.132)  -0.2431
H (1.345, 2.104, -1.049)  0.2780
H (1.847, -1.022, 0.512)  0.3988
C (-0.630, 1.485, -0.131)  -0.6463
H (-1.761, -0.322, -0.660)  0.1968

Forces on atoms 1 to 6 (eV/Å):
0.0 0.1 -0.2
-1.0 1.4 1.6
0.6 1.2 -0.5
-0.8 1.2 0.6
0.2 -1.2 1.3
0.1 0.3 -0.5

Entry from the Open Molecules 2025 dataset: the molecule C6H10 at a distorted geometry (ωB97M-V/def2-TZVPD).

Computed properties:
Total charge: 0
Total energy (eV): -6382.271
Energy above the lowest of the compared OMol25 structures with the same formula, charge and spin (eV): 1.5884
Orbital gap (eV): 10.98
HOMO energy (Eh): -0.35884
SMILES: C1CC2(C1)CC2
LUMO level (eV): 1.21

Last column: Mulliken charge in e.
Cartesian coordinates (Å):
H (1.398, 0.866, -1.422)  0.2378
H (0.366, -1.884, 0.690)  0.3278
H (0.708, 2.009, -0.202)  0.3327
H (-2.213, -1.034, -0.745)  0.2370
C (-1.787, -0.042, -0.602)  -0.6100
H (-1.499, -0.405, 1.596)  0.2288
H (0.876, -1.591, -0.997)  0.2411
C (-0.336, 0.027, -0.253)  0.7997
H (-1.517, 1.359, 1.109)  0.2528
C (-1.366, 0.326, 0.800)  -0.8634
C (1.699, -0.069, 0.346)  -0.5826
H (1.720, 0.188, 1.404)  0.2469
C (0.632, -1.118, -0.037)  -0.7156
H (-2.250, 0.730, -1.209)  0.2421
C (0.854, 0.958, -0.488)  -0.6805
H (2.716, -0.321, 0.007)  0.3055

Forces on atoms 1 to 6 (eV/Å):
-0.9 0.4 -0.9
0.0 -0.1 0.0
0.4 -0.3 0.1
0.1 0.2 -0.1
0.0 0.0 -0.2
0.0 0.1 -0.2

Entry from the Open Molecules 2025 dataset: the molecule C6H10 (ωB97M-V/def2-TZVPD).

Computed properties:
Total charge: 0
Total energy (eV): -6383.834
Energy above the lowest of the compared OMol25 structures with the same formula, charge and spin (eV): 0.0254
Orbital gap (eV): 9.89
HOMO energy (Eh): -0.32092
SMILES: CC1=CCCC1
LUMO level (eV): 1.16

Last column: Mulliken charge in e.
Cartesian coordinates (Å):
H (2.607, -0.922, -0.213)  0.3222
C (2.217, 0.046, 0.125)  -1.2651
H (-0.062, -1.787, -0.661)  0.2572
H (-2.344, -1.168, -0.078)  0.3094
H (2.701, 0.834, -0.465)  0.3375
C (-1.564, -0.520, 0.333)  -0.6053
H (-2.125, 1.605, 0.109)  0.3340
H (-1.787, -0.357, 1.393)  0.2581
H (2.528, 0.168, 1.172)  0.2566
C (-0.149, -1.115, 0.206)  -0.5589
C (0.724, 0.107, 0.003)  0.5033
H (-1.821, 0.785, -1.419)  0.2359
H (0.142, -1.703, 1.085)  0.2995
C (-0.017, 1.171, -0.307)  -0.4991
C (-1.490, 0.851, -0.372)  -0.5821
H (0.387, 2.157, -0.528)  0.3966

Forces on atoms 1 to 6 (eV/Å):
-0.1 0.2 0.0
0.1 0.0 0.0
0.0 0.1 0.1
0.1 0.1 0.1
-0.1 -0.1 0.2
-0.1 0.0 0.0

Entry from the Open Molecules 2025 dataset: the molecule C6H10 at a distorted geometry (ωB97M-V/def2-TZVPD).

Computed properties:
Total charge: 0
Total energy (eV): -6382.423
Energy above the lowest of the compared OMol25 structures with the same formula, charge and spin (eV): 1.4369
Orbital gap (eV): 9.57
HOMO energy (Eh): -0.30895
SMILES: C=C/C=C/CC
LUMO level (eV): 1.16

Last column: Mulliken charge in e.
Cartesian coordinates (Å):
H (0.535, 1.566, 1.351)  0.2981
H (-3.470, -2.329, -1.175)  0.2648
H (-2.946, -2.155, 0.511)  0.2281
H (2.457, 2.372, -0.198)  0.2953
C (0.154, 0.315, -0.262)  -0.3926
C (1.102, 0.841, 0.749)  -0.2286
H (3.206, 1.456, 1.051)  0.3192
C (-2.717, -1.892, -0.524)  -0.7944
C (2.423, 1.356, 0.232)  -1.2424
C (-1.757, -1.035, -0.919)  -0.1525
H (-1.490, -0.798, -1.948)  0.2832
H (1.307, 0.139, 1.580)  0.2992
C (-0.939, -0.370, 0.107)  -0.0132
H (-1.235, -0.275, 1.185)  0.2609
H (0.502, 0.188, -1.321)  0.2276
H (2.869, 0.622, -0.419)  0.3475

Forces on atoms 1 to 6 (eV/Å):
0.3 0.6 -0.3
0.5 -0.1 -0.4
0.5 0.5 -0.1
-0.5 -0.6 -0.3
0.4 -1.9 -0.6
-0.2 0.9 1.6

Entry from the Open Molecules 2025 dataset: a cluster of 2 separate species, C6H10 in total at a distorted geometry (ωB97M-V/def2-TZVPD).

Computed properties:
Total charge: 0
Total energy (eV): -6378.732
Energy above the lowest of the compared OMol25 structures with the same formula, charge and spin (eV): 5.1275
Orbital gap (eV): 9.70
HOMO energy (Eh): -0.32161
LUMO level (eV): 0.95

Last column: Mulliken charge in e.
Cartesian coordinates (Å):
C (1.162, -1.267, -0.165)  -0.4743
H (0.457, -2.126, -0.170)  0.2025
H (-2.115, 0.861, 1.073)  0.2532
H (0.983, 2.218, -0.110)  0.2920
C (-1.775, 0.049, 0.343)  -0.2971
H (2.190, 0.074, 1.194)  0.2808
H (1.736, 1.269, -1.403)  0.3006
C (-2.576, -0.820, -0.227)  -0.4897
H (2.084, -1.394, -0.781)  0.2441
C (1.318, -0.471, 1.058)  -0.6897
H (-2.294, -1.720, -0.830)  0.1688
H (-3.654, -1.076, -0.181)  0.2639
H (-0.006, 1.646, -1.411)  0.4286
H (0.935, -0.743, 2.035)  0.2334
C (0.484, 0.113, -0.106)  0.6736
C (0.761, 1.388, -0.790)  -1.3906

Forces on atoms 1 to 6 (eV/Å):
-0.6 -0.2 -1.5
0.7 0.6 0.1
0.7 -1.1 -1.2
-0.3 -0.2 0.1
2.3 1.0 0.3
1.9 0.8 0.0

Entry from the Open Molecules 2025 dataset: the molecule C6H10 at a distorted geometry (ωB97M-V/def2-TZVPD).

Computed properties:
Total charge: 0
Total energy (eV): -6381.299
Energy above the lowest of the compared OMol25 structures with the same formula, charge and spin (eV): 2.5602
Orbital gap (eV): 9.06
HOMO energy (Eh): -0.31278
SMILES: C=CC(=C)CC
LUMO level (eV): 0.55

Last column: Mulliken charge in e.
Cartesian coordinates (Å):
H (0.355, -1.599, 1.326)  0.3244
H (-1.350, 1.147, -1.851)  0.1749
C (1.394, -1.249, 0.984)  -1.1002
H (-2.632, 1.155, -0.352)  0.1864
H (1.807, 0.443, -0.409)  0.2192
C (-0.806, 0.572, 0.555)  0.0491
C (1.262, -0.587, -0.319)  -0.3403
H (-0.264, 0.502, 1.581)  0.0932
H (1.719, -1.198, -1.018)  0.4241
C (-0.605, 0.288, -1.885)  -0.8109
C (-0.159, -0.063, -0.619)  0.4961
C (-1.962, 1.305, 0.586)  -0.8598
H (-2.369, 1.921, 1.355)  0.3094
H (-0.084, 0.060, -2.881)  0.2677
H (2.040, -2.178, 1.158)  0.3047
H (1.653, -0.519, 1.789)  0.2620

Forces on atoms 1 to 6 (eV/Å):
1.4 0.2 -0.5
0.8 -1.6 -0.7
-1.0 -1.4 4.0
1.1 0.8 1.7
-0.3 -1.9 0.5
-0.8 1.4 2.6

Entry from the Open Molecules 2025 dataset: the molecule C6H10 at a distorted geometry (ωB97M-V/def2-TZVPD).

Computed properties:
Total charge: 0
Total energy (eV): -6380.079
Energy above the lowest of the compared OMol25 structures with the same formula, charge and spin (eV): 3.7804
Orbital gap (eV): 8.97
HOMO energy (Eh): -0.29021
SMILES: C[C@H]1[C@H]2CC[C@@H]12
LUMO level (eV): 1.07

Last column: Mulliken charge in e.
Cartesian coordinates (Å):
C (-1.240, -0.772, -0.065)  -0.5403
H (-0.120, -0.791, -2.121)  0.4027
H (0.478, 1.687, -0.570)  0.2319
H (1.042, 0.516, 1.419)  0.2971
C (1.489, -0.330, 0.888)  -1.3173
C (-1.387, 0.723, 0.310)  -0.5066
H (2.323, 0.048, 0.284)  0.2929
H (-1.094, 0.979, 1.333)  0.2574
C (0.516, -1.010, -0.032)  -0.0465
C (-0.206, -0.365, -1.126)  -0.1241
C (-0.426, 1.124, -0.842)  -0.7457
H (0.778, -2.043, -0.290)  0.5494
H (-0.921, 1.650, -1.661)  0.3077
H (-0.719, -1.506, 0.682)  0.2639
H (-2.406, 1.108, 0.154)  0.2888
H (1.891, -1.019, 1.637)  0.3888

Forces on atoms 1 to 6 (eV/Å):
0.9 -0.3 0.8
-0.1 0.1 0.0
-0.2 -0.1 -0.1
0.1 -0.1 -0.1
0.0 0.2 0.0
0.1 0.0 0.3

Entry from the Open Molecules 2025 dataset: the molecule C6H10 at a distorted geometry (ωB97M-V/def2-TZVPD).

Computed properties:
Total charge: 0
Total energy (eV): -6380.743
Energy above the lowest of the compared OMol25 structures with the same formula, charge and spin (eV): 3.1167
Orbital gap (eV): 9.18
HOMO energy (Eh): -0.29717
SMILES: C[C@@]12CC[C@@H]1C2
LUMO level (eV): 1.09

Last column: Mulliken charge in e.
Cartesian coordinates (Å):
C (1.813, -0.245, 0.312)  -1.3392
H (-2.540, 0.076, -0.478)  0.2769
H (0.153, 1.451, -0.999)  0.4747
H (0.386, 2.225, 0.659)  0.2438
H (-0.644, -0.575, -2.025)  0.2814
H (-0.635, 0.419, 1.847)  0.3473
H (-0.196, -1.847, -0.863)  0.2653
H (2.177, 0.512, 1.013)  0.3246
H (2.496, -0.267, -0.547)  0.3035
C (-0.210, 1.581, 0.019)  -1.0963
C (0.412, 0.070, -0.066)  0.9159
H (-2.076, -1.320, 0.544)  0.2531
C (-0.509, -0.802, -0.958)  -0.6991
C (-1.705, -0.463, -0.023)  -0.6023
H (1.831, -1.225, 0.796)  0.3320
C (-0.753, 0.408, 0.769)  -0.2815

Forces on atoms 1 to 6 (eV/Å):
0.1 -0.1 0.2
0.1 -0.1 0.0
-1.6 1.6 -0.8
0.2 -0.1 -0.3
0.2 0.1 0.2
-0.4 0.4 0.0

Entry from the Open Molecules 2025 dataset: the molecule C6H10 at a distorted geometry (ωB97M-V/def2-TZVPD).

Computed properties:
Total charge: 0
Total energy (eV): -6380.988
Energy above the lowest of the compared OMol25 structures with the same formula, charge and spin (eV): 2.8712
Orbital gap (eV): 9.15
HOMO energy (Eh): -0.29533
SMILES: C1C[C@@H]2C[C@@H]2C1
LUMO level (eV): 1.12

Last column: Mulliken charge in e.
Cartesian coordinates (Å):
H (2.292, -0.575, 0.500)  0.3565
C (-1.459, 0.584, 0.401)  -0.8150
H (1.049, 1.871, 0.255)  0.3075
C (0.910, 0.939, -0.307)  -0.7911
C (-0.914, -0.693, -0.653)  -0.2290
H (-1.100, 0.615, 1.420)  0.2386
H (-2.481, 0.941, 0.250)  0.3296
H (1.554, 0.986, -1.191)  0.3395
H (0.981, -0.148, 1.587)  0.2545
C (-0.547, 0.766, -0.738)  0.0249
H (-1.881, -0.771, -0.019)  0.2007
C (1.229, -0.314, 0.532)  -0.6871
H (0.833, -1.900, -0.895)  0.2868
C (0.312, -1.397, -0.065)  -0.5592
H (-0.895, 1.379, -1.563)  0.3903
H (0.034, -2.185, 0.640)  0.3523

Forces on atoms 1 to 6 (eV/Å):
-0.2 0.0 0.0
0.4 0.8 0.3
0.0 -0.2 -0.1
0.1 0.0 -0.1
-0.2 0.3 1.0
0.2 0.1 0.0

Entry from the Open Molecules 2025 dataset: the molecule C6H10 (ωB97M-V/def2-TZVPD).

Computed properties:
Total charge: 0
Total energy (eV): -6379.854
Energy above the lowest of the compared OMol25 structures with the same formula, charge and spin (eV): 4.0057
Orbital gap (alpha / beta) (eV): 7.40 / 7.37
HOMO energy (alpha / beta) (Eh): -0.29855 / -0.29765
LUMO level (alpha / beta) (eV): -0.73 / -0.73

Last column: Mulliken charge in e.
Cartesian coordinates (Å):
H (0.118, -2.365, 1.028)  0.3821
C (-1.108, 2.198, -0.498)  -0.7808
H (1.035, 1.124, -1.400)  0.4273
C (0.816, -1.543, 0.835)  -1.3959
C (0.306, -0.599, -0.271)  1.0418
H (1.778, -1.976, 0.544)  0.3566
H (2.295, -0.011, -0.823)  0.4082
H (0.170, -1.220, -1.174)  0.1413
H (1.497, 1.128, 0.287)  0.3502
C (1.343, 0.477, -0.580)  -1.4998
H (-2.789, 0.990, 0.344)  0.3154
H (-1.905, 2.966, -0.597)  0.1969
H (-1.691, -1.022, 0.428)  0.2510
H (0.965, -0.994, 1.771)  0.3554
C (-1.089, -0.174, 0.083)  -0.4672
C (-1.741, 1.022, 0.022)  -0.0825

Forces on atoms 1 to 6 (eV/Å):
0.1 0.1 0.0
-0.4 -0.1 0.1
0.1 -0.1 0.1
0.0 -0.1 0.1
0.0 0.1 0.0
-0.1 0.1 0.0

Entry from the Open Molecules 2025 dataset: the molecule C6H10 (ωB97M-V/def2-TZVPD).

Computed properties:
Total charge: 0
Total energy (eV): -6382.408
Energy above the lowest of the compared OMol25 structures with the same formula, charge and spin (eV): 1.4511
Orbital gap (eV): 10.75
HOMO energy (Eh): -0.34933
SMILES: C[C@H]1C[C@H]2C[C@H]21
LUMO level (eV): 1.24

Last column: Mulliken charge in e.
Cartesian coordinates (Å):
H (-2.103, 1.298, 0.618)  0.3417
H (1.010, 1.373, 0.844)  0.1569
H (2.181, -0.531, -0.827)  0.2984
H (-0.069, 2.644, 0.121)  0.2556
H (-0.722, -1.155, 1.579)  0.2939
C (0.032, -0.752, -0.547)  0.1336
C (-0.338, 0.713, -0.843)  -0.2638
H (-0.254, -1.428, -1.359)  0.4386
H (1.705, -2.085, -0.108)  0.3970
C (0.100, 1.582, 0.287)  -0.6800
H (1.683, -0.621, 0.867)  0.3350
C (1.481, -1.014, -0.135)  -1.4709
C (-1.007, -0.726, 0.610)  -0.6814
H (-0.592, 1.105, -1.823)  0.3839
C (-1.165, 0.783, 0.433)  -0.1900
H (-1.943, -1.188, 0.281)  0.2515

Forces on atoms 1 to 6 (eV/Å):
0.1 0.0 -0.2
-0.2 0.0 0.0
-0.1 -0.1 0.0
0.0 -0.2 0.1
0.0 0.2 -0.1
0.0 -0.1 -0.1

Entry from the Open Molecules 2025 dataset: the molecule C6H10 at a distorted geometry (ωB97M-V/def2-TZVPD).

Computed properties:
Total charge: 0
Total energy (eV): -6380.370
Energy above the lowest of the compared OMol25 structures with the same formula, charge and spin (eV): 3.4899
Orbital gap (eV): 9.26
HOMO energy (Eh): -0.29491
LUMO level (eV): 1.23

Last column: Mulliken charge in e.
Cartesian coordinates (Å):
C (-1.078, -0.682, -0.446)  0.0048
H (1.604, 1.083, -1.247)  0.3041
C (1.478, -0.210, 0.493)  -0.9451
H (-0.063, -1.930, 1.041)  0.2791
H (-2.394, 0.899, 0.353)  0.2992
H (0.193, -2.418, -0.690)  0.2942
H (-1.572, -0.823, -1.398)  0.3847
C (-1.410, 0.460, 0.441)  -0.6639
H (1.156, -0.191, 1.531)  0.2539
H (-0.736, 1.691, -1.298)  0.3992
C (-0.036, -1.596, 0.006)  -0.8758
H (2.563, -0.421, 0.423)  0.3649
H (0.801, 1.912, 0.176)  0.2064
C (1.024, 0.928, -0.325)  -0.1927
H (-1.096, 0.333, 1.474)  0.2134
C (-0.435, 0.965, -0.535)  -0.3264

Forces on atoms 1 to 6 (eV/Å):
1.1 1.5 -0.8
-0.4 0.0 0.3
-1.1 -1.2 -0.3
-0.4 -0.1 -0.2
-0.2 0.0 0.1
0.2 0.5 0.3